1.
Computed, not measured: a cluster of 7 separate species, C57H127N6O in total at a distorted geometry, with ωB97M-V/def2-TZVPD.

XYZ file:
```
191
Properties=species:S:1:pos:R:3:forces:R:3
C -23.647781 -25.393592 0.248778 1.02 0.26 0.24
C -23.535297 -26.849071 -0.282857 -1.09 -0.05 0.36
C -22.075488 -27.315359 -0.092025 -0.68 -0.09 -1.18
O -24.408940 -27.727259 0.306038 0.09 0.44 0.34
H -24.643062 -24.952027 0.190180 -0.08 -0.18 0.01
H -22.932355 -24.733014 -0.276397 -0.26 -0.01 -0.25
H -23.279445 -25.308452 1.281181 -0.34 -0.26 0.09
H -23.833594 -26.747629 -1.363115 0.73 -0.06 -0.18
H -22.008864 -28.308498 -0.543496 0.06 -0.13 0.30
H -21.906563 -27.359533 0.983340 0.36 0.02 -0.03
H -21.343579 -26.724236 -0.658573 0.10 0.27 0.46
C -18.471214 -28.825854 -0.524659 0.67 0.67 -0.11
C -17.081521 -29.353130 -0.145965 -0.29 -0.31 0.26
C -15.982168 -28.284757 -0.094409 -0.58 0.12 -0.44
C -14.667468 -28.949020 0.280422 0.79 0.19 0.07
N -13.392749 -28.350404 -0.291020 -0.21 0.01 -0.56
C -13.181916 -26.916444 0.136151 -0.12 0.13 0.21
C -12.545739 -26.230612 -1.055839 -0.08 0.17 0.45
C -13.236655 -26.862959 -2.258548 0.95 -0.23 0.21
C -13.447193 -28.314788 -1.834748 -0.63 0.18 0.17
C -12.219087 -29.183589 0.148872 0.36 0.60 0.06
H -19.264452 -29.570430 -0.537504 0.17 -0.20 0.07
H -18.402770 -28.387550 -1.525182 -0.20 -0.01 0.00
H -18.763404 -28.022380 0.158242 -0.10 -0.06 0.00
H -16.768838 -30.115675 -0.863480 -0.08 -0.08 0.05
H -17.129585 -29.833693 0.836462 0.01 -0.12 -0.06
H -16.278022 -27.498057 0.603189 0.21 -0.07 0.16
H -15.960555 -27.795267 -1.074021 0.24 -0.06 0.00
H -14.619770 -29.982869 -0.062154 -0.25 -0.06 0.15
H -14.508811 -28.913292 1.358173 -0.15 -0.23 0.03
H -12.548420 -26.883243 1.019084 -0.14 -0.15 0.13
H -14.159882 -26.510325 0.388532 0.01 0.09 -0.10
H -11.472075 -26.423504 -1.045742 0.00 -0.06 -0.21
H -12.666101 -25.151729 -0.975930 -0.03 0.00 -0.12
H -12.560882 -26.804905 -3.109437 -0.36 0.03 -0.26
H -14.193319 -26.394123 -2.475460 0.04 0.11 -0.09
H -12.735835 -29.046354 -2.196610 0.17 0.20 -0.17
H -14.444933 -28.611721 -2.143604 0.08 -0.41 0.08
H -12.389894 -29.566173 1.150566 -0.09 -0.14 -0.05
H -11.360024 -28.516009 0.190999 0.08 -0.11 -0.07
H -11.997541 -29.955506 -0.578146 -0.25 -0.28 0.17
C -20.267671 -31.113106 4.262776 0.36 0.29 0.17
C -20.262051 -30.406181 2.895810 0.49 0.92 0.79
C -21.573170 -30.442961 2.105563 0.93 -0.50 0.45
C -21.879849 -31.883814 1.723724 -1.17 0.98 -0.92
N -23.222273 -31.968573 1.004800 0.15 -0.62 0.28
C -23.431271 -33.369744 0.491618 0.99 -0.56 -0.26
C -24.909597 -33.579888 0.421823 -1.71 0.12 -0.54
C -25.563327 -32.427275 1.247337 0.30 -0.73 -0.36
C -24.386513 -31.772326 1.946633 -0.22 -0.05 -0.44
C -23.277953 -31.024218 -0.128562 0.76 0.80 -0.51
H -20.453481 -30.375541 5.048064 -0.38 -0.09 -0.04
H -19.282093 -31.489508 4.537170 -0.06 -0.28 -0.25
H -20.997053 -31.913270 4.368657 0.07 -0.09 -0.03
H -19.391672 -30.634898 2.272834 -0.29 -0.72 -0.11
H -20.017998 -29.365981 3.151167 -0.37 0.10 -0.30
H -21.405670 -29.819264 1.230786 -0.39 0.03 -0.10
H -22.389088 -30.045379 2.712597 0.02 0.17 -0.06
H -22.016421 -32.520471 2.590542 0.52 -0.24 -0.05
H -21.187779 -32.234423 0.960372 0.36 -0.34 0.45
H -22.911814 -33.486304 -0.459557 -0.07 0.23 -0.06
H -22.912332 -34.057231 1.160988 -0.25 0.09 0.28
H -25.338541 -33.543957 -0.582700 0.50 0.19 -0.17
H -25.255841 -34.561281 0.740995 0.43 0.00 0.46
H -26.070938 -31.724310 0.591308 -0.11 -0.04 0.05
H -26.271878 -32.890375 1.927931 -0.10 0.46 0.23
H -24.500000 -30.699230 2.068625 -0.02 -0.04 0.44
H -24.174212 -32.336894 2.852943 0.24 0.37 0.18
H -24.002139 -31.346265 -0.869602 -0.33 0.16 0.23
H -22.309362 -30.995249 -0.636444 0.02 -0.51 0.07
H -23.389685 -29.989630 0.209099 -0.78 -0.12 0.05
C -20.342340 -22.624621 2.029628 -0.45 0.04 -0.19
C -20.861690 -21.253898 1.646497 -0.61 0.74 -0.07
C -22.367114 -21.064270 1.902239 0.07 0.83 0.21
C -22.641690 -19.561307 1.731303 0.01 -0.30 -0.27
N -24.049625 -19.095774 1.879832 -0.73 0.31 0.12
C -24.096907 -17.580801 1.765163 0.45 -0.07 -0.51
C -25.523392 -17.216560 1.365115 0.22 0.68 0.23
C -26.123936 -18.525546 0.828364 -0.57 0.39 0.13
C -24.977757 -19.509625 0.747574 0.69 -0.16 0.39
C -24.635031 -19.512740 3.187398 -0.19 -0.20 0.10
H -19.293704 -22.719899 1.759827 0.10 -0.10 0.38
H -20.890206 -23.433181 1.532776 -0.02 0.14 -0.20
H -20.540745 -22.769723 3.092100 0.51 -0.09 0.08
H -20.637997 -20.946184 0.617711 -0.01 -0.41 -0.10
H -20.399781 -20.448287 2.226580 0.42 -0.38 0.18
H -22.573060 -21.267021 2.956657 -0.05 -0.48 -0.11
H -22.989513 -21.700602 1.267730 -0.02 0.03 0.01
H -22.323959 -19.195325 0.752882 0.10 -0.06 0.03
H -22.076331 -19.028836 2.496675 0.05 0.08 -0.08
H -23.647515 -17.146982 2.654624 -0.25 0.09 0.09
H -23.459024 -17.355013 0.909005 0.21 0.03 0.19
H -26.099028 -16.738581 2.157160 -0.05 -0.46 0.22
H -25.461702 -16.417535 0.626247 -0.01 -0.25 -0.25
H -26.880531 -18.876307 1.530965 0.01 -0.15 -0.08
H -26.635393 -18.369077 -0.118578 0.13 -0.16 -0.09
H -25.255564 -20.547180 0.918068 -0.03 -0.03 -0.17
H -24.351810 -19.427856 -0.142126 -0.30 0.07 -0.18
H -25.043959 -20.516043 3.088058 0.16 -0.06 0.06
H -25.451181 -18.850093 3.462002 0.08 0.11 -0.03
H -23.868131 -19.495777 3.956616 0.00 0.12 0.01
C -21.278234 -25.933860 5.482070 -0.31 0.10 -0.29
C -21.757542 -27.018776 4.518208 0.56 -0.02 0.17
C -23.185256 -27.466744 4.761023 -0.51 0.23 -0.29
C -24.170941 -26.531436 4.079633 -0.30 0.04 -0.22
N -25.611304 -26.977963 4.164563 -0.30 0.54 0.12
C -26.552780 -25.850140 3.794747 -0.11 -0.17 -0.60
C -27.901929 -26.264944 4.381680 -0.02 0.26 0.37
C -27.584996 -27.266993 5.530705 -0.44 0.17 -0.86
C -26.070775 -27.277649 5.561576 0.33 -0.22 0.85
C -25.842087 -28.120307 3.256500 -1.14 -1.19 -0.29
H -21.274016 -26.335144 6.494239 0.21 0.12 0.06
H -21.928511 -25.053379 5.484221 -0.06 -0.06 -0.04
H -20.289224 -25.579504 5.197902 0.11 -0.10 0.22
H -21.123673 -27.896591 4.663217 0.09 0.05 -0.03
H -21.615261 -26.721797 3.473445 -0.10 0.04 0.01
H -23.410734 -27.437304 5.828526 0.20 -0.35 0.05
H -23.290066 -28.482449 4.376116 -0.19 -0.04 0.16
H -24.008641 -26.431997 3.003397 0.27 -0.05 0.06
H -24.135573 -25.547570 4.549669 0.03 0.00 -0.03
H -26.609852 -25.777509 2.708774 0.27 -0.04 -0.01
H -26.107210 -24.923539 4.149287 -0.22 -0.04 0.41
H -28.501739 -26.733041 3.603309 -0.07 -0.05 0.07
H -28.464519 -25.409666 4.750993 0.07 0.06 -0.09
H -28.046915 -28.215551 5.263639 0.29 -0.21 0.23
H -28.025086 -26.961830 6.474548 0.18 0.04 0.10
H -25.588005 -28.179061 5.932826 -0.17 -0.15 -0.16
H -25.724509 -26.460986 6.199838 0.12 0.07 -0.17
H -26.676939 -28.743113 3.590156 0.15 0.17 0.55
H -24.975369 -28.765795 3.204073 0.19 0.24 -0.16
H -26.188643 -27.817209 2.271690 0.85 0.38 -0.17
C -28.981605 -30.722275 0.084135 0.46 -0.79 -0.50
C -28.173619 -29.460978 0.403254 -0.95 -0.69 -0.71
C -28.479383 -28.426040 -0.680076 -0.85 0.92 0.92
C -27.791176 -27.093890 -0.392796 1.02 -0.07 0.06
N -27.818487 -26.125754 -1.547996 -0.63 -0.86 -0.46
C -27.236857 -24.777342 -1.206529 -0.40 -0.92 0.51
C -27.862374 -23.834353 -2.208365 0.66 0.31 -0.54
C -29.271377 -24.399823 -2.483689 0.29 0.72 0.19
C -29.264602 -25.834518 -1.939576 0.53 0.92 0.17
C -27.077970 -26.714858 -2.694779 0.72 1.00 -0.52
H -28.697749 -31.107860 -0.902918 0.00 0.14 0.00
H -30.062646 -30.602362 0.041970 0.01 0.27 0.26
H -28.744952 -31.546923 0.759301 -0.17 0.17 0.22
H -27.120556 -29.743554 0.405501 0.14 0.39 0.26
H -28.533848 -29.113837 1.374870 0.47 0.27 0.10
H -29.552080 -28.211035 -0.600433 -0.04 -0.27 -0.19
H -28.342440 -28.812621 -1.685101 0.42 -0.13 0.05
H -26.732072 -27.238910 -0.123341 0.04 -0.02 -0.20
H -28.260852 -26.571106 0.444762 -0.18 -0.11 -0.05
H -26.160258 -24.927415 -1.200277 0.06 0.38 -0.07
H -27.581639 -24.615949 -0.181751 0.11 0.36 -0.06
H -27.259675 -23.796701 -3.121168 -0.10 -0.28 -0.03
H -27.837753 -22.793906 -1.884516 -0.32 -0.12 0.33
H -29.517243 -24.283815 -3.535110 -0.07 -0.33 -0.04
H -29.987838 -23.794874 -1.930476 -0.18 -0.17 -0.05
H -29.618822 -26.568806 -2.652204 -0.12 -0.23 0.24
H -29.779386 -25.829444 -0.982960 -0.43 -0.41 -0.21
H -27.492092 -27.650611 -3.037136 -0.14 -0.05 0.10
H -26.025444 -26.812541 -2.424115 -0.11 -0.34 0.27
H -27.096526 -25.981097 -3.502748 -0.24 -0.20 -0.10
C -20.743901 -27.000960 -4.911432 0.27 0.20 -0.13
C -19.945251 -26.505927 -3.710786 0.28 0.05 0.72
C -20.067080 -24.998102 -3.429014 -1.47 -0.20 -0.56
C -21.552512 -24.635178 -3.390369 -0.03 -0.07 0.86
N -21.837757 -23.168905 -3.116466 0.18 0.93 -0.72
C -21.107904 -22.604666 -1.905509 -0.43 -1.26 0.41
C -19.832652 -21.928848 -2.376661 -0.37 0.12 0.17
C -20.083016 -21.581309 -3.855383 0.31 0.96 0.21
C -21.317240 -22.322604 -4.300516 -0.35 -1.29 -0.81
C -23.303410 -23.049112 -3.000973 -1.37 0.44 0.18
H -21.770109 -27.275323 -4.670052 -0.03 0.09 0.05
H -20.267148 -27.872765 -5.352767 -0.06 -0.05 -0.01
H -20.756827 -26.220390 -5.677746 -0.07 -0.16 -0.13
H -18.883159 -26.723776 -3.837533 -0.02 0.01 -0.12
H -20.230771 -27.023029 -2.787143 -0.09 -0.14 -0.17
H -19.608124 -24.444143 -4.249586 0.40 0.13 0.30
H -19.698688 -24.752431 -2.435668 0.66 0.04 -0.20
H -22.046838 -25.157668 -2.563412 0.17 -0.13 -0.02
H -22.121492 -24.879821 -4.285279 0.24 0.05 -0.18
H -21.789113 -21.937542 -1.381991 -0.04 0.23 -0.31
H -20.991768 -23.459605 -1.234264 0.31 0.15 0.08
H -19.738183 -21.021576 -1.782530 0.33 0.02 -0.08
H -18.941072 -22.527732 -2.216983 -0.06 -0.14 -0.07
H -20.215873 -20.501056 -3.925518 -0.22 -0.06 -0.14
H -19.221125 -21.783146 -4.487185 -0.03 -0.27 0.04
H -22.138911 -21.771571 -4.752487 0.05 0.53 0.58
H -21.112125 -23.065427 -5.073416 0.27 0.11 0.02
H -23.746685 -23.895390 -2.477908 0.32 -0.12 0.05
H -23.798333 -22.955749 -3.967135 0.39 -0.34 -0.21
H -23.625995 -22.154567 -2.466301 0.50 0.11 0.07
```
Positions in Å, forces in eV/Å.

The value obtained for the calculated total energy is -2650.0459 a.u. Its energy above the lowest of the compared OMol25 structures with the same formula, charge and spin is 0.0 kJ/mol. The molar mass is 912.68 g/mol. The net charge is +5. The lowest unoccupied orbital energy is -9.2 eV.

***

2.
Computed, not measured: a structure of composition C4H5LiO6Y at a distorted geometry, with ωB97M-V/def2-TZVPD.

XYZ file:
```
17
Properties=species:S:1:pos:R:3:forces:R:3
O -0.680910 0.954629 1.248223 -0.47 -0.40 -0.13
C 0.008706 1.929674 0.485057 0.22 0.57 -0.08
C 1.367271 1.429319 -0.011226 -0.14 0.54 0.19
O 1.427109 0.039010 -0.305231 -0.37 -1.38 -0.71
C 0.566163 -0.518189 -1.196403 0.46 2.71 -0.64
O -0.452621 0.100684 -1.566250 0.42 -1.21 0.76
O 0.995082 -1.614506 -1.714767 -0.58 -1.38 0.34
H -0.331283 0.853400 2.136698 0.09 0.04 0.06
H 0.181026 2.838071 1.080745 -0.10 -0.18 -0.18
H -0.651776 2.178231 -0.350531 0.23 -0.02 0.24
H 2.122255 1.556418 0.774337 -0.15 -0.06 -0.27
H 1.663942 2.018284 -0.891733 -0.03 -0.20 0.21
O -0.894481 -3.666067 0.294970 0.55 -2.02 0.96
C -1.242192 -2.405075 0.333563 -3.03 0.58 0.72
O -2.131138 -2.016613 1.129148 2.12 0.38 -1.49
Li -1.654505 -0.320563 0.114665 -0.05 0.18 0.27
Y -0.292648 -3.356708 -1.561265 0.84 1.86 -0.25
```
Positions in Å, forces in eV/Å.

The value obtained for the calculated total energy is -652.5941 a.u. The molar mass is 244.93 g/mol. The net charge is +1. The lowest unoccupied orbital energy is -5.4 eV.